9
Properties=species:S:1:pos:R:3:forces:R:3 method="wB97M-V/def2-TZVPD" total_charge=-1 homo_lumo_gap_ev="6.756 / 8.760" total_energy_ev=-21060.011 homo_energy_ha="-0.094 / -0.218" s2=2.023 multiplicity=3
C -0.0989 -1.7659 0.1730 -2.47 1.44 -2.39
C -1.3500 0.1104 0.0223 -2.27 0.79 -0.43
N -1.2250 -1.1273 -0.2689 0.33 -2.85 1.76
O 2.0892 1.0773 0.9370 0.08 -0.07 0.01
O 1.0178 -1.1245 0.2248 2.59 0.51 0.75
O -0.4357 0.9378 0.4767 2.04 0.06 0.11
O 1.2015 0.8056 -1.5132 -0.03 -0.35 0.24
P 1.1583 0.5400 -0.0624 -0.61 0.44 0.39
H -2.3572 0.5467 0.0108 0.35 0.03 -0.43

***

46
Properties=species:S:1:pos:R:3:forces:R:3 method="wB97M-V/def2-TZVPD" total_charge=0 homo_lumo_gap_ev=8.947 total_energy_ev=-31771.809 homo_energy_ha=-0.305 smiles="COc1ccc(CNC(=O)COC(=O)CCOc2ccccc2)cc1" multiplicity=1
C 4.6355 2.0482 1.4469 0.14 -0.04 0.13
H 4.7002 0.9553 1.4593 -0.01 0.02 0.02
O 3.6230 2.4982 0.5807 -0.19 0.04 -0.21
C 2.3363 2.1342 0.8391 -0.28 0.11 -0.01
C 1.9311 1.3288 1.8976 0.35 0.07 0.04
C 0.5905 1.0278 2.0601 -0.17 0.11 -0.13
C -0.3675 1.5131 1.1829 -0.03 -0.04 0.05
C 0.0466 2.3087 0.1214 0.05 -0.03 0.14
C 1.3772 2.6227 -0.0478 0.28 0.03 0.11
H 1.7049 3.2444 -0.8653 0.05 0.07 -0.12
H -0.6827 2.6959 -0.5752 -0.10 0.03 -0.09
C -1.8182 1.1753 1.3824 -0.13 0.08 0.15
N -2.0457 -0.2541 1.3202 0.28 0.14 -0.34
C -2.7573 -0.9079 2.2480 -0.02 -0.51 -0.30
O -3.1904 -0.4097 3.2650 -0.20 -0.02 0.35
C -3.0058 -2.3940 1.9440 -0.43 0.20 0.49
H -4.0727 -2.5816 2.1049 0.21 0.06 0.01
H -2.4208 -3.0074 2.6321 -0.06 0.10 -0.10
O -2.6250 -2.7904 0.6347 0.39 -0.21 0.13
C -3.4128 -2.3952 -0.3707 -0.23 -0.15 -0.55
O -4.4480 -1.8035 -0.2322 -0.03 0.06 0.08
C -2.7915 -2.7531 -1.7061 0.21 0.34 0.24
H -2.1739 -3.6427 -1.5908 -0.02 0.00 -0.09
H -3.5800 -2.9216 -2.4377 -0.01 0.02 0.06
C -1.9141 -1.5835 -2.1692 -0.28 -0.16 -0.33
O -0.8863 -1.4143 -1.2136 0.18 0.00 0.11
C 0.2702 -0.7745 -1.5812 0.25 0.06 0.00
C 0.3917 0.0517 -2.6893 -0.33 -0.13 0.03
C 1.6127 0.6443 -2.9682 0.15 -0.01 -0.02
C 2.7092 0.4190 -2.1583 0.08 0.06 -0.14
C 2.5801 -0.3981 -1.0468 -0.05 -0.07 -0.05
C 1.3694 -0.9893 -0.7532 -0.21 -0.06 -0.05
H 1.2497 -1.6277 0.1079 -0.01 -0.08 0.11
H 3.4315 -0.5839 -0.4098 0.07 0.01 0.10
H 3.6567 0.8826 -2.3841 0.09 0.06 -0.02
H 1.6999 1.2875 -3.8312 0.01 0.06 -0.08
H -0.4537 0.2457 -3.3314 -0.10 0.01 -0.04
H -2.5209 -0.6709 -2.2490 0.10 -0.09 -0.03
H -1.4853 -1.8158 -3.1515 -0.04 0.06 0.12
H -1.6481 -0.7502 0.5324 -0.06 -0.05 0.10
H -2.4278 1.6738 0.6193 0.05 0.03 0.13
H -2.1640 1.4980 2.3698 0.00 0.01 -0.20
H 0.2813 0.4084 2.8894 -0.03 -0.09 0.11
H 2.6454 0.9346 2.6032 0.10 -0.02 0.05
H 5.5646 2.4579 1.0534 -0.04 -0.05 0.07
H 4.4845 2.4133 2.4679 -0.01 -0.03 -0.03

***

39
Properties=species:S:1:pos:R:3:forces:R:3 method="wB97M-V/def2-TZVPD" total_charge=0 homo_lumo_gap_ev=8.647 total_energy_ev=-32184.567 homo_energy_ha=-0.292 smiles="C=CCn1c(CC[C@H](O)COCCC)n[nH]c1=S" multiplicity=1
C -3.1183 -1.5983 -1.3573 0.01 -0.05 0.00
C -3.8489 -0.9036 -0.5075 -0.06 0.18 0.04
C -3.9037 0.5972 -0.4250 -0.30 -0.24 0.19
N -2.8664 1.2572 -1.1660 0.29 0.33 -0.73
C -1.5965 1.5930 -0.7732 0.25 0.34 -0.11
N -0.9468 2.1596 -1.7412 0.66 0.16 0.41
N -1.8024 2.1893 -2.7929 -0.63 -0.49 0.62
C -3.0059 1.6474 -2.4797 0.22 0.19 -0.17
S -4.3341 1.5047 -3.4286 -0.63 -0.07 -0.51
H -1.5423 2.6092 -3.6689 -0.11 -0.07 0.07
C -1.0377 1.3554 0.5801 0.11 -0.26 0.08
H -1.7832 1.6207 1.3328 0.07 0.10 0.00
H -0.1701 2.0021 0.7041 -0.09 0.08 0.02
C -0.6144 -0.1010 0.7963 0.20 -0.18 -0.21
H -0.1509 -0.1877 1.7786 -0.02 -0.02 0.04
H -1.4784 -0.7665 0.7664 0.05 0.02 0.05
C 0.3876 -0.5929 -0.2498 0.09 0.58 -0.06
O 0.6846 -1.9363 0.0814 0.08 -0.41 0.13
H 1.2912 -2.2972 -0.5744 -0.07 0.04 0.02
C 1.6466 0.2998 -0.3211 -0.35 -0.15 -0.10
O 2.1124 0.7574 0.9245 -0.02 0.09 0.04
C 2.7717 -0.2053 1.7313 0.29 -0.08 0.09
C 4.2233 -0.4561 1.3130 -0.30 0.06 0.09
C 4.9195 -1.3925 2.2914 -0.09 0.12 -0.18
H 4.4018 -2.3483 2.3386 0.00 -0.13 0.06
H 5.9460 -1.5714 1.9814 0.09 -0.07 0.05
H 4.9317 -0.9608 3.2895 0.03 0.00 0.14
H 4.2519 -0.8935 0.3125 0.01 0.05 -0.05
H 4.7453 0.5017 1.2729 -0.01 0.02 -0.07
H 2.2154 -1.1493 1.7426 0.03 0.08 0.05
H 2.7558 0.2211 2.7386 0.02 -0.11 -0.01
H 1.3967 1.2012 -0.8861 0.05 -0.11 -0.06
H 2.4339 -0.2421 -0.8654 -0.05 0.05 -0.03
H -0.0802 -0.5629 -1.2479 0.05 0.06 0.10
H -4.8585 0.9320 -0.8528 0.16 0.04 0.13
H -3.8586 0.9176 0.6200 0.00 0.03 -0.11
H -4.5057 -1.3990 0.1940 -0.08 -0.15 0.05
H -3.1415 -2.6733 -1.3735 -0.06 -0.22 0.05
H -2.4708 -1.1285 -2.0790 0.12 0.18 -0.13

***

27
Properties=species:S:1:pos:R:3:forces:R:3 method="wB97M-V/def2-TZVPD" total_charge=-1 homo_lumo_gap_ev=3.727 total_energy_ev=-33206.479 homo_energy_ha=-0.070 multiplicity=1
C 2.7322 -1.3041 1.0419 -0.16 -0.11 0.08
O 1.9304 -1.8414 0.0239 0.24 -0.19 -0.20
C 1.4380 -0.8861 -0.9027 -0.09 0.07 0.11
C 0.1501 -0.2546 -0.4383 -0.02 0.05 0.07
C -0.9937 -0.9820 -0.5743 0.09 -0.10 -0.06
C -2.2102 -0.4618 -0.0842 0.08 0.24 0.11
N -3.4119 -1.0386 -0.1296 0.02 -0.37 -0.16
S -4.4281 -0.0539 0.5728 -0.03 0.20 0.05
N -3.4546 1.1676 0.9700 -0.08 -0.03 0.07
C -2.2305 0.8119 0.5510 -0.32 0.01 0.02
C -1.0403 1.5593 0.6750 0.14 0.05 -0.03
C 0.1197 1.0391 0.1868 0.03 -0.13 -0.04
C 1.3686 1.8709 0.3058 -0.26 0.29 0.09
C 1.7787 2.5154 -0.9845 0.19 -0.39 -0.53
O 1.5524 2.1770 -2.0980 0.11 0.38 0.55
F 2.5686 3.6024 -0.7394 -0.10 -0.10 -0.12
H 3.2300 -2.1331 1.5377 0.00 -0.08 0.04
H 2.1359 -0.7717 1.7897 -0.01 0.13 0.04
H 3.5010 -0.6390 0.6365 0.06 0.10 -0.03
H 2.2043 -0.1354 -1.1048 0.09 0.00 -0.08
H 1.2487 -1.4252 -1.8269 0.03 -0.09 -0.06
H -0.9809 -1.9596 -1.0340 -0.04 -0.08 -0.04
H -1.0546 2.5322 1.1440 -0.07 0.08 0.06
H 1.2069 2.6761 1.0197 0.02 0.02 0.10
H 2.2163 1.2977 0.6805 0.13 0.02 -0.07
O -5.0596 -4.0621 -0.7274 -0.03 0.09 0.07
H -4.5175 -3.3010 -0.4913 0.01 -0.06 -0.06

***

48
Properties=species:S:1:pos:R:3:forces:R:3 method="wB97M-V/def2-TZVPD" total_charge=+1 homo_lumo_gap_ev=1.971 total_energy_ev=-64418.026 homo_energy_ha=-0.352 multiplicity=1
Ca 0.0903 -0.1747 -0.4188 0.17 0.06 -0.18
Cl 4.6817 1.3316 -5.8368 1.99 0.80 -0.95
O 5.3334 2.6461 -5.8556 -0.68 -0.75 0.52
O 4.1414 1.1213 -7.1553 0.01 -0.54 0.17
O 5.6889 0.3363 -5.4833 -1.24 0.47 -0.20
O 3.5945 1.3318 -4.8897 -0.29 -0.07 0.73
C 7.7053 2.6238 1.5855 0.71 0.69 -0.25
C 6.4360 1.9915 1.3359 0.96 -0.02 0.59
N 5.4443 1.4510 1.2133 -1.45 -0.59 -0.33
H 8.5248 1.9368 1.7965 -0.33 -0.28 -0.04
H 7.6367 3.3168 2.4241 -0.12 0.01 -0.09
H 7.9807 3.1761 0.6870 0.08 0.15 0.08
C -6.0779 1.7948 3.8979 0.01 0.70 -0.50
C -5.2238 0.8191 3.2069 -0.67 0.30 0.70
N -4.5624 0.0726 2.6459 0.36 -0.17 -0.26
H -7.0875 1.8185 3.4875 0.01 -0.44 0.02
H -5.6895 2.7831 3.6521 0.19 0.06 0.12
H -6.1334 1.7283 4.9844 0.23 -0.44 -0.18
C -4.6558 7.0074 -1.2244 -1.03 -0.08 -0.85
C -3.7869 5.8818 -1.1675 5.53 -6.70 1.24
N -3.0548 4.9052 -1.1476 -4.38 5.76 -0.16
H -5.6595 6.5876 -1.1570 -0.22 0.22 -0.11
H -4.4868 7.2996 -2.2608 -0.44 0.92 0.05
H -4.5872 7.8082 -0.4882 0.59 -0.22 -0.16
C -6.4581 -2.8717 -4.4183 -0.90 0.10 0.10
C -5.2776 -2.1422 -4.0499 2.33 1.15 0.30
N -4.2807 -1.5840 -3.8356 -1.53 -0.81 -0.05
H -6.3587 -3.9178 -4.1284 -0.01 0.01 -0.36
H -6.6576 -2.7047 -5.4768 0.16 -0.44 -0.05
H -7.3277 -2.4653 -3.9020 0.05 0.01 0.17
C 2.1376 -7.3366 2.6690 -0.28 1.29 0.18
C 1.6450 -5.9683 2.9605 0.26 -1.10 -0.69
N 1.3467 -4.8857 3.1647 -0.34 0.79 0.12
H 2.8380 -7.4893 3.4902 -0.02 -0.81 -0.22
H 2.6476 -7.3142 1.7059 0.13 -0.04 0.15
H 1.3044 -8.0359 2.5995 0.23 -0.05 0.37
C 3.9814 -6.4059 -4.3561 0.74 -0.48 -0.24
C 3.1968 -5.5095 -3.5005 -2.31 2.09 2.02
N 2.5377 -4.8319 -2.7835 2.45 -2.41 -2.61
H 4.6239 -7.0392 -3.7442 -0.15 0.02 0.26
H 4.6768 -5.9323 -5.0490 -0.19 0.70 0.25
H 3.4231 -7.0815 -5.0042 -0.61 0.20 0.37
C -0.7506 4.2194 7.0693 -1.06 -0.84 0.19
C -0.4836 3.6017 5.7777 -0.32 0.96 -0.69
N -0.2867 3.1278 4.7504 0.04 -0.16 0.11
H -1.8134 4.1797 7.3078 -0.26 -0.69 -0.27
H -0.6461 5.2973 7.1934 1.32 -0.25 -0.23
H -0.2707 3.4954 7.7277 0.28 0.92 0.80

***

15
Properties=species:S:1:pos:R:3:forces:R:3 method="wB97M-V/def2-TZVPD" total_charge=0 homo_lumo_gap_ev=10.076 total_energy_ev=-7830.269 homo_energy_ha=-0.336 smiles=NC[C@H]1C[C@H]1O multiplicity=1
C -0.9289 -0.4380 0.7990 -0.05 -0.64 -0.74
C 0.3526 0.3230 0.5518 -0.19 0.24 0.09
C 1.3536 -0.1460 -0.4671 -0.13 -0.23 -0.60
C 0.5286 1.0861 -0.7426 0.97 0.41 1.29
H -0.4236 -1.4964 2.5082 -0.20 0.05 -0.39
H -0.1420 -2.2957 1.1067 -0.68 0.51 0.50
H -1.6711 0.1934 1.2795 -0.02 0.21 -0.01
H -1.3339 -0.7323 -0.1835 -0.04 0.21 0.36
H 0.7637 0.7552 1.4549 0.07 0.31 -0.04
H 1.0751 -1.0500 -1.0222 0.15 0.38 0.11
H 2.4180 0.0160 -0.3426 -0.10 -0.22 0.26
H 1.0531 2.0603 -0.6296 -0.40 -0.67 -0.29
H -0.0070 0.9611 -2.5533 -0.73 0.08 0.76
N -0.8240 -1.6700 1.5809 1.07 -0.60 -0.07
O -0.4750 1.0410 -1.6914 0.27 -0.05 -1.23